A cluster of 12 separate species, C90H192F4N12O12S4 in total, computed with wB97M-V/def2-TZVPD.

XYZ file:
```
314
Properties=species:S:1:pos:R:3:forces:R:3
C 7.78584 7.34042 3.49116 -1.338 -0.310 -0.627
C 7.32105 5.97356 2.95987 -0.147 -0.585 1.642
C 6.19615 6.01737 1.91215 1.455 -0.030 0.804
N 6.11902 4.75431 1.11329 0.488 -0.117 -1.270
C 4.88924 4.96932 0.13693 2.104 -0.198 0.662
C 4.47374 3.70392 -0.51981 0.263 -0.688 -1.275
C 4.18113 2.56245 0.43387 -0.393 0.431 -1.071
C 5.42287 2.30487 1.26590 -0.713 -0.124 1.088
C 5.80771 3.54780 2.04662 0.540 0.471 -0.547
C 7.49000 4.62424 0.26271 -1.524 -0.361 0.725
H 6.84475 7.84097 3.71902 0.152 0.532 0.239
H 8.28914 7.92768 2.72311 0.328 -0.022 0.315
H 8.32117 7.21458 4.43227 0.277 0.184 -0.376
H 6.92349 5.47400 3.84332 -0.200 -0.175 0.161
H 8.18346 5.34390 2.74103 -0.028 0.108 -0.710
H 6.47928 6.87149 1.29701 -0.708 -0.170 -0.646
H 5.19325 6.09421 2.33213 0.235 0.610 0.259
H 4.06291 5.42562 0.68197 0.224 0.079 0.223
H 5.29511 5.64532 -0.61566 -0.277 0.298 0.179
H 3.65442 4.04791 -1.15107 -0.464 -0.500 0.039
H 5.23801 3.34637 -1.20984 0.304 0.239 -0.257
H 3.26718 2.90497 0.91912 0.266 -0.306 1.176
H 3.86084 1.63324 -0.03737 0.084 0.247 -0.327
H 5.14754 1.49547 1.94203 0.006 0.218 0.683
H 6.30084 1.85687 0.80052 -0.094 0.364 -0.893
H 4.97000 3.86800 2.66613 0.001 0.170 -0.016
H 6.66014 3.34745 2.69572 0.091 0.366 -0.160
H 7.37015 3.76394 -0.39580 0.065 0.216 0.005
H 8.37109 4.50159 0.89258 -0.495 -0.226 0.308
H 7.65969 5.55042 -0.28636 -0.500 -0.045 -0.037
C -4.66040 -8.87273 -4.67726 0.191 -1.030 -1.072
C -5.26796 -8.00066 -3.60189 1.831 -0.527 0.160
C -5.31851 -8.76185 -2.26646 -1.381 1.741 0.569
N -5.86931 -7.79148 -1.12898 1.641 1.206 0.035
C -6.00873 -8.67025 0.13187 -0.804 -0.185 -0.690
C -6.53138 -7.93171 1.33285 -0.616 -0.804 -0.758
C -5.56165 -6.86880 1.74059 -0.412 0.296 0.831
C -5.27441 -5.93888 0.59495 0.101 0.495 -1.686
C -4.81407 -6.65305 -0.71780 -0.743 -1.576 0.762
C -7.18542 -7.15068 -1.61419 0.578 -1.326 1.677
H -3.57862 -8.97378 -4.58981 -0.021 -0.249 0.376
H -4.78587 -8.51840 -5.70039 -0.296 0.520 0.143
H -5.11360 -9.86264 -4.73023 0.103 -0.149 0.252
H -6.20810 -7.59900 -3.97993 0.018 -0.052 0.555
H -4.48191 -7.25606 -3.47625 -0.469 0.919 0.041
H -4.41372 -9.12823 -1.78146 0.320 -0.019 -0.835
H -6.02894 -9.58201 -2.36997 -0.092 -0.013 0.398
H -5.04762 -9.10756 0.40231 0.226 0.034 -0.612
H -6.68521 -9.46356 -0.18615 0.043 -0.126 0.193
H -6.72421 -8.67594 2.10554 0.166 0.070 0.132
H -7.51941 -7.56799 1.05067 -0.052 0.433 0.411
H -4.64999 -7.30193 2.15215 0.143 -0.163 -0.137
H -6.02580 -6.33045 2.56693 0.196 0.309 0.029
H -4.49709 -5.21668 0.84459 0.226 0.019 0.041
H -6.14253 -5.33179 0.33823 -0.245 0.023 0.188
H -3.88980 -7.17044 -0.46061 -0.022 -0.449 -0.164
H -4.55522 -6.01911 -1.56587 -0.666 0.101 0.024
H -7.66669 -6.64923 -0.77453 0.179 0.098 -0.155
H -7.75543 -8.06363 -1.78653 -0.537 0.496 -0.767
H -7.04024 -6.45875 -2.44380 0.052 -0.498 0.097
C 0.52226 2.81693 -2.14159 0.137 -0.007 0.222
C 1.55536 3.43128 -3.13700 -1.324 -0.008 1.438
C 1.48339 4.94721 -3.08770 0.186 1.184 -2.378
N 2.30888 5.62527 -4.27144 0.367 0.424 1.090
C 1.60249 5.50330 -5.65064 0.807 -0.939 0.730
C 2.21495 6.27823 -6.79237 1.957 1.309 0.952
C 2.39668 7.78150 -6.41672 -1.254 -0.139 0.183
C 2.98743 8.03937 -5.00310 -0.546 -0.824 0.101
C 2.26170 7.19140 -3.90443 1.685 -0.988 -1.143
C 3.73577 4.99008 -4.31067 -0.785 1.205 -0.721
H 0.25454 1.78248 -2.35684 0.330 -0.060 -0.327
H -0.43699 3.33138 -2.08414 0.094 0.379 -0.161
H 0.91933 2.79932 -1.12664 0.003 0.177 0.045
H 1.27708 3.05884 -4.12288 0.548 0.122 -0.157
H 2.52570 3.09368 -2.77292 0.119 -0.135 -0.606
H 1.74572 5.50043 -2.18591 0.521 -0.572 0.258
H 0.49783 5.35299 -3.31599 -0.368 -0.510 0.109
H 0.57755 5.82241 -5.46153 -0.066 -0.214 -0.038
H 1.71078 4.44996 -5.90918 -0.636 -0.157 0.127
H 1.69455 6.03710 -7.71927 -0.321 0.469 0.135
H 3.24458 5.97816 -6.98704 0.031 -0.752 0.027
H 1.38446 8.18531 -6.39549 -0.075 0.444 -0.121
H 2.95031 8.32481 -7.18249 -0.003 -0.111 0.090
H 2.88189 9.08908 -4.72910 -0.341 0.034 -0.056
H 4.06995 7.91434 -4.97810 0.049 -0.459 0.066
H 1.20087 7.42242 -3.80760 0.060 -0.018 -0.085
H 2.75017 7.24092 -2.93126 -0.099 0.253 -0.033
H 3.69610 3.93475 -4.58050 -0.409 0.189 -0.109
H 4.30065 5.07223 -3.38208 -0.547 0.344 0.221
H 4.28683 5.52937 -5.08112 0.003 -0.125 0.088
C -3.92341 2.57963 -1.28500 -0.844 -0.816 0.818
C -3.49972 3.27586 -2.54932 -0.317 1.412 -0.486
C -4.65502 3.59094 -3.60179 0.151 -0.149 1.055
N -4.47781 4.83165 -4.45656 1.841 -0.945 -1.083
C -4.55232 6.20661 -3.72412 -1.497 -1.325 1.027
C -6.01324 6.40712 -3.21879 0.179 0.457 -0.324
C -6.96215 6.44874 -4.37755 0.397 -0.063 -2.352
C -6.87113 5.14658 -5.22704 -0.405 0.305 1.216
C -5.45560 4.82501 -5.67573 -0.341 0.444 0.994
C -3.05647 4.74609 -5.07211 -1.487 1.076 0.187
H -3.26231 2.72286 -0.43028 0.538 0.126 -0.336
H -3.99819 1.50136 -1.42595 -0.087 -0.137 -0.032
H -4.87884 2.89811 -0.86812 -0.242 0.212 -0.402
H -2.66273 2.72099 -2.97319 -0.152 -0.079 -0.468
H -3.04498 4.21153 -2.22402 -0.098 0.301 -0.153
H -5.62684 3.69095 -3.11839 0.219 0.031 0.279
H -4.76615 2.73578 -4.26847 0.103 0.193 -0.319
H -3.84763 6.18766 -2.89276 0.054 -0.219 -0.065
H -4.23221 7.00078 -4.39859 -0.232 -0.245 -0.290
H -6.41718 5.65273 -2.54364 0.723 -0.116 0.447
H -6.08840 7.38128 -2.73562 0.303 -0.110 0.327
H -7.98586 6.72372 -4.12354 0.102 -0.280 0.148
H -6.59410 7.22133 -5.05264 -0.248 0.480 -0.051
H -7.23367 4.35856 -4.56697 0.009 -0.464 -0.098
H -7.54690 5.11826 -6.08181 0.140 0.296 -0.082
H -5.46874 3.85148 -6.16580 0.558 -0.053 0.169
H -5.03004 5.57593 -6.34140 -0.251 0.017 -0.096
H -2.33058 4.82644 -4.26295 -0.036 0.180 -0.261
H -3.13745 5.62405 -5.71298 1.124 -0.064 -0.066
H -2.87735 3.86756 -5.69195 -0.438 -0.129 0.232
C 2.30644 -3.04477 -4.40209 -0.670 -1.167 0.696
C 3.56801 -2.46827 -3.87188 0.585 1.259 -0.746
C 3.70160 -2.54509 -2.38145 0.625 0.470 0.076
N 4.73790 -1.58304 -1.78883 1.399 -1.182 -0.027
C 6.14129 -1.78275 -2.44891 0.552 1.264 0.743
C 7.29708 -1.10092 -1.60153 -1.138 0.024 0.541
C 7.36183 -1.61827 -0.15145 -1.413 -1.392 -0.229
C 5.93244 -1.45856 0.51676 1.217 1.534 0.328
C 4.78648 -2.00942 -0.28918 0.979 -0.504 -0.990
C 4.27917 -0.14185 -1.91826 0.230 -1.664 1.485
H 1.47404 -2.85546 -3.72433 -0.344 0.426 -0.348
H 2.46029 -4.12120 -4.32629 -0.378 -0.292 -0.465
H 2.13197 -2.77275 -5.44309 -0.108 -0.052 0.227
H 3.63145 -1.41833 -4.15774 0.157 0.041 -0.279
H 4.31080 -3.03936 -4.42884 0.732 0.451 0.444
H 3.98794 -3.56925 -2.14230 0.029 0.132 0.527
H 2.82202 -2.21432 -1.82915 -0.424 -0.480 -0.324
H 6.39824 -2.82491 -2.63864 -0.530 -0.211 0.422
H 6.02673 -1.31651 -3.42748 0.213 0.082 0.045
H 8.25741 -1.19921 -2.10770 -0.188 -0.124 -0.139
H 7.09119 -0.03909 -1.46650 0.055 0.267 -0.632
H 7.58140 -2.68498 -0.19663 -0.049 -0.290 0.047
H 8.20384 -1.23646 0.42589 -0.362 0.544 -0.015
H 5.85480 -1.78977 1.55232 0.225 -1.167 -0.152
H 5.76536 -0.42038 0.80374 -0.071 0.635 -0.825
H 4.98502 -3.07483 -0.40567 -0.292 -0.151 0.250
H 3.80656 -1.84523 0.15905 0.173 0.059 -0.211
H 5.03615 0.44271 -1.39542 -0.075 0.236 -0.578
H 3.43464 -0.22068 -1.23368 -0.577 0.951 -0.496
H 4.05940 0.13804 -2.94854 0.132 0.000 0.326
C -1.35792 1.91336 7.75070 1.096 0.725 0.526
C -0.50414 3.00609 6.99435 -0.267 -0.916 -0.678
C -0.29464 2.55243 5.51204 -0.566 1.363 -0.294
N 0.12870 3.68990 4.50625 0.341 -0.696 1.091
C 0.31100 3.05607 3.08891 -0.575 -0.631 0.039
C -1.07086 2.60054 2.38536 2.909 1.052 1.112
C -2.02288 3.76923 2.50012 -1.161 -1.457 -0.299
C -2.24848 4.30280 3.88845 0.586 0.928 0.467
C -0.93085 4.82756 4.43163 0.915 -0.075 0.132
C 1.45871 4.26066 5.05670 -0.161 0.091 -1.645
H -2.38792 1.73638 7.44110 0.132 0.342 -0.488
H -1.41797 2.18323 8.80506 -0.070 0.238 -0.012
H -0.83305 0.95902 7.79361 0.074 -0.142 -0.367
H 0.49045 3.13640 7.42084 -0.040 -0.489 0.382
H -0.91146 4.01059 7.10916 -0.539 -0.182 -0.315
H -1.21412 2.15606 5.08127 -0.012 -0.059 0.180
H 0.46631 1.77385 5.45858 0.117 0.184 -0.142
H 0.99953 2.21318 3.14860 -0.170 -0.313 0.644
H 0.89003 3.70926 2.43609 -0.568 0.784 0.271
H -1.38346 1.63479 2.78251 -0.364 0.160 0.427
H -0.77133 2.36240 1.36473 -0.107 0.293 -0.133
H -2.98252 3.36508 2.17784 -0.302 0.458 -0.532
H -1.70648 4.60864 1.88094 -0.018 -0.141 -0.244
H -2.71344 3.67147 4.64564 -0.072 -0.486 -0.290
H -2.95153 5.12391 3.74852 0.182 0.302 0.388
H -0.97923 5.32463 5.40048 -0.114 -0.383 0.114
H -0.43860 5.57147 3.80522 -0.282 -0.079 -0.305
H 1.43102 4.70137 6.05324 -0.619 -0.364 -0.062
H 1.77449 5.04906 4.37347 -0.214 0.074 -0.036
H 2.22026 3.48488 4.97730 -0.201 -0.230 0.261
C -3.02381 -4.14742 -3.80159 2.071 -0.312 -0.584
C -3.74295 -3.04346 -4.59689 -1.591 -2.294 -0.579
C -4.17773 -1.91869 -3.69727 -0.217 0.096 -1.649
C -3.02554 -1.01426 -3.43139 -0.858 0.533 2.374
C -2.50652 -0.32515 -4.64201 -0.265 -0.344 0.494
C -1.91014 -1.34096 -5.65640 -1.539 3.280 -0.161
N -2.92369 -2.49760 -5.78134 0.568 -4.033 -6.626
O -3.00448 -3.12787 -7.00171 0.294 4.203 8.299
C -0.57552 -1.74352 -5.18624 1.192 -1.544 1.213
C -1.73634 -0.59905 -6.97017 -0.509 -1.631 -1.370
C -5.00685 -3.79521 -5.12370 0.554 0.787 -0.427
H -2.10553 -3.82490 -3.31082 -0.282 0.413 0.528
H -2.61712 -4.94245 -4.42660 -0.361 -0.011 -0.559
H -3.69668 -4.66956 -3.12136 -0.158 0.606 0.046
H -4.78120 -2.35188 -2.89961 0.619 0.069 0.429
H -4.90799 -1.34029 -4.26320 -0.231 0.168 -0.101
H -2.22076 -1.47536 -2.85883 -0.059 -0.175 0.040
H -3.48383 -0.27565 -2.77373 0.539 0.429 0.270
H -1.75802 0.35824 -4.24096 0.517 -0.068 -0.672
H -3.28648 0.31841 -5.04895 -0.070 -0.250 -0.487
H 0.07780 -0.87116 -5.17035 -0.173 0.047 -0.284
H -0.10592 -2.52161 -5.78803 -0.124 0.056 -0.091
H -0.61119 -2.07393 -4.14813 0.070 -0.269 -0.003
H -1.02533 0.22425 -7.03921 0.010 -0.118 0.878
H -2.69109 -0.24981 -7.36333 0.025 -0.121 -0.130
H -1.33165 -1.38906 -7.60281 -0.109 0.407 -0.834
H -4.77041 -4.74495 -5.60347 0.013 0.279 -0.286
H -5.53074 -3.09644 -5.77590 -0.314 -0.440 -0.203
H -5.63640 -4.02981 -4.26537 0.037 0.226 0.038
C -2.57964 -2.22631 3.01558 -0.826 -0.120 0.312
C -3.74826 -1.71858 3.98214 0.679 0.375 0.953
C -3.63640 -0.18421 4.06442 -0.268 -0.287 0.530
C -4.27938 0.62592 2.98348 0.588 0.245 -0.638
C -5.66093 0.11267 2.60309 -0.806 0.079 1.018
C -5.82329 -1.40231 2.31149 -0.491 -0.265 -0.590
N -5.08265 -2.15647 3.39166 0.144 -8.672 -1.126
O -5.33644 -3.57059 3.48012 1.295 9.363 -0.300
C -5.10184 -1.70600 0.90912 -0.386 -0.758 1.062
C -7.36001 -1.86743 2.31504 0.480 0.833 0.902
C -3.60776 -2.28488 5.44465 -0.612 -0.711 -0.905
H -2.47602 -1.62374 2.11323 0.035 0.308 0.299
H -2.67669 -3.25217 2.66018 -0.314 -0.139 0.411
H -1.68838 -2.14646 3.63798 0.014 0.085 -0.199
H -2.57795 0.06556 4.13774 0.123 -0.198 -0.035
H -4.06915 0.19961 4.98827 -0.092 -0.551 0.326
H -3.59699 0.77786 2.14721 -0.116 -0.384 -0.452
H -4.28703 1.61270 3.44642 -0.750 0.273 -0.389
H -6.11038 0.70709 1.80763 0.049 -0.293 -0.202
H -6.31559 0.27088 3.46013 -0.114 0.303 0.147
H -4.98385 -2.78512 0.81070 -0.131 -0.064 -0.115
H -4.11430 -1.25908 0.79450 -0.209 0.269 0.185
H -5.79639 -1.34408 0.15102 0.059 0.077 0.090
H -7.96467 -1.28388 1.62080 0.448 0.056 -0.308
H -7.77526 -1.59511 3.28535 0.151 0.226 0.210
H -7.66210 -2.91248 2.24636 0.916 -0.134 -0.488
H -2.69223 -2.05115 5.98805 0.273 0.369 -0.704
H -3.66664 -3.37107 5.37526 -0.156 0.018 0.327
H -4.40209 -1.88613 6.07566 -0.208 -0.199 -0.160
C 5.34683 -3.86840 6.05310 -0.125 -1.852 -0.220
C 5.23588 -2.47592 6.61538 2.210 1.474 0.110
C 5.78102 -1.52453 5.52240 -0.130 1.127 -1.335
C 4.85975 -1.17605 4.34103 -1.392 -0.079 0.443
C 3.51966 -0.57829 4.87553 1.848 -0.278 0.202
C 2.78767 -1.53685 5.88106 -1.064 1.860 -0.823
N 3.80862 -2.04266 6.95418 -5.030 -3.169 5.481
O 3.19833 -2.38468 8.12742 4.749 2.314 -7.422
C 2.14657 -2.73515 5.14247 0.901 -1.112 0.451
C 1.66915 -0.65182 6.54151 0.557 -1.020 0.834
C 6.16857 -2.32176 7.84313 -0.566 -0.334 1.103
H 6.38856 -4.13151 5.86956 0.377 0.758 0.341
H 4.95247 -4.00760 5.04652 -0.671 0.117 0.221
H 5.07618 -4.67629 6.73293 -0.679 0.165 0.013
H 6.66281 -1.85175 4.97151 0.268 -1.066 0.895
H 6.17037 -0.61941 5.98849 -0.468 0.274 0.115
H 4.62906 -2.01149 3.68003 -0.033 -0.651 0.371
H 5.38704 -0.55081 3.62051 -0.046 0.696 0.424
H 2.89483 -0.20334 4.06491 -0.450 -0.512 0.159
H 3.82489 0.31402 5.42208 -0.164 0.127 0.274
H 2.92086 -3.30153 4.62498 0.037 0.083 -0.194
H 1.39327 -2.47568 4.39862 0.168 0.686 0.203
H 1.69783 -3.46785 5.81319 -0.091 0.248 0.370
H 1.14996 -1.14102 7.36566 0.315 -0.255 0.119
H 0.84978 -0.44621 5.85270 0.520 0.191 -0.483
H 2.13366 0.24463 6.95225 -0.245 0.167 -0.176
H 7.15594 -2.75544 7.68467 -0.154 -0.025 -0.547
H 5.78624 -2.84782 8.71788 -0.200 -0.200 -0.089
H 6.33557 -1.30490 8.19838 -0.274 0.211 -0.446
C 3.00342 -4.88466 1.14328 -0.504 -0.472 -2.278
C 2.00443 -6.03588 1.24442 0.647 -2.725 2.460
C 1.00004 -5.65862 2.28968 -3.271 0.520 -0.726
C -0.10135 -4.68370 1.78476 0.654 0.905 -0.551
C -0.86589 -5.27572 0.58789 0.133 -1.061 1.663
C -0.01787 -5.68266 -0.62688 -1.320 -1.247 -0.011
N 1.20073 -6.40634 -0.08447 2.976 -6.404 -3.868
O 1.59217 -7.55866 -0.76910 -2.638 7.964 4.724
C 0.35984 -4.47572 -1.42496 1.717 0.704 -0.521
C -0.90210 -6.66073 -1.46867 0.211 -0.680 0.050
C 2.72570 -7.39464 1.71343 0.276 1.620 -1.682
H 3.73529 -4.77596 1.94369 -0.643 -0.370 0.402
H 2.36946 -4.00971 0.99954 0.725 0.424 -0.014
H 3.59665 -5.12653 0.26142 0.225 0.560 -0.265
H 1.41383 -5.30273 3.23319 0.486 -0.140 -0.325
H 0.32713 -6.48860 2.50517 0.623 -0.678 0.465
H 0.23808 -3.69948 1.46196 0.454 0.188 0.241
H -0.70799 -4.49016 2.66942 -0.507 -0.094 -0.343
H -1.71622 -4.68930 0.23986 0.218 0.245 -0.018
H -1.26107 -6.21535 0.97393 -0.446 -0.178 -0.081
H 1.03882 -4.71097 -2.24457 -0.409 -0.379 -0.392
H 0.96825 -3.75921 -0.87309 -0.387 0.158 0.450
H -0.54541 -3.98615 -1.78404 0.100 -0.090 0.076
H -1.08824 -7.60029 -0.94840 0.339 -0.028 0.333
H -0.55245 -6.97425 -2.45230 0.524 0.401 0.066
H -1.91577 -6.29223 -1.62605 0.158 0.740 0.162
H 3.27972 -7.27409 2.64437 -0.274 0.434 0.027
H 3.46330 -7.45749 0.91336 0.272 -1.027 0.244
H 2.10309 -8.28566 1.79414 -0.143 0.265 -0.271
N 1.41941 6.37644 2.33491 -0.739 3.090 2.276
S 0.93862 6.47065 0.89118 -1.653 -1.958 -5.179
O 1.81339 7.14440 -0.03568 -0.486 0.165 0.421
O -0.48640 6.37512 0.54684 1.988 0.674 1.122
F 1.35223 4.92155 0.55454 0.363 -0.876 -0.050
S 1.02477 7.93161 2.91966 -0.781 2.557 4.734
O 0.43580 7.86729 4.26829 0.722 -1.279 -2.814
O 0.44356 8.91714 2.03206 1.115 -2.346 0.127
F 2.46322 8.48319 3.31388 -0.222 -0.714 -1.086
N 1.44264 -1.43458 0.02577 -3.998 -1.135 -5.981
S 1.39633 -0.84625 1.36234 3.889 3.996 10.663
O 0.28646 -1.05581 2.27716 -0.169 0.469 -1.793
O 2.12732 0.42638 1.47662 -1.433 -1.958 -0.389
F 2.42224 -1.86789 2.13049 0.289 0.076 -0.950
S -0.10275 -0.86585 -0.46445 -3.258 2.388 -2.608
O -0.44791 0.57819 -0.22435 1.801 -4.350 -0.209
O -1.21707 -1.79600 -0.37003 1.862 0.482 0.671
F 0.13731 -0.90436 -2.05948 0.761 -0.049 0.792
```
Positions in Å, forces in eV/Å.

For the largest force on an atom, the calculation gives 0.2340 hartree/bohr. For the HOMO energy, the calculation gives -21.614 eV. Its total charge is +8. Its orbital gap is 0.1512 Ha.